Formula: C47H50GeN5O4TeV
Source: OMol25
Level of theory: the ωB97M-V functional and the def2-TZVPD basis

Total charge: -1
Highest occupied orbital energy (alpha / beta) (Ha): -0.178 / -0.189
2S+1: 4
Kohn-Sham gap (alpha / beta) (eV): 6.91 / 7.21
⟨S²⟩: 3.78

Last column: Mulliken spin population.
Geometry (Å):
Te -2.5665 2.9463 3.5882  0.0201
Ge 0.5105 0.6021 -4.3918  0.0008
V -0.8274 0.9913 0.6453  2.0650
O -1.8544 -0.0649 -0.8163  0.0444
O 0.5366 2.4423 1.5965  -0.0141
O -2.5987 2.2550 0.7521  0.3752
O -0.7711 1.7636 -1.3088  0.0039
N 0.5741 -1.5260 8.6947  0.0000
N -2.1866 1.7955 1.8589  0.5406
N -1.6904 0.6002 5.6053  0.0003
N -0.0563 -0.4899 1.5213  -0.0075
N -0.9195 -1.4468 6.7531  -0.0001
C -0.6107 -2.2550 3.1746  -0.0106
C -2.3207 -4.2319 0.7902  -0.0002
C 0.7132 2.3856 -6.7319  -0.0001
C -1.2441 -0.3186 6.1992  0.0007
C 4.7227 -1.3360 2.0169  -0.0003
C -0.1775 -2.9262 0.8065  -0.0290
C -1.2721 -3.5372 3.4690  -0.0002
C 0.1961 -1.3035 -4.6102  -0.0015
C -2.7925 -3.4541 3.1411  0.0010
C 3.9051 1.6027 -1.1835  -0.0035
C 2.0695 -0.2612 4.5486  -0.0038
C -0.1139 -1.4547 7.7714  0.0000
C -3.3013 4.6626 2.6220  0.0007
C -5.0591 5.7086 1.2836  0.0042
C -0.2154 -2.1266 -3.5035  0.0030
C -2.0715 0.8224 -3.0239  -0.0054
C -0.8249 -4.2531 1.1516  0.0019
C 0.5113 -1.9496 -5.7827  -0.0006
C -4.4235 6.9358 1.4397  -0.0046
C 1.3091 1.3118 -6.0402  -0.0001
C 2.3122 -0.6485 1.8265  -0.0481
C -3.3006 7.0688 2.2161  0.0050
C -2.3236 -1.7204 1.3870  0.0454
C 3.2998 -0.7110 4.0052  -0.0005
C 0.2399 -4.1346 -4.7578  -0.0003
C 2.0833 0.0829 5.9943  -0.0006
C 0.9786 -0.1057 3.7386  -0.0504
C 1.3306 3.0340 -7.8191  0.0001
C 2.5871 0.8846 -6.4518  -0.0002
C 3.4277 -0.8609 2.6542  0.0129
C -1.5431 0.8279 -1.6373  0.0173
C 2.7941 0.0237 -2.5844  0.0031
C 3.8260 0.3304 -1.7089  -0.0002
C 2.5513 2.5418 -8.2299  0.0001
C 0.5836 -3.3512 -5.8587  0.0001
C 2.9637 2.5534 -1.4995  0.0020
C 1.9110 2.2678 -2.4100  -0.0008
C -0.6640 -4.6331 2.6248  -0.0001
C -0.2367 -3.4957 -3.5978  0.0007
C 3.1978 1.4991 -7.5401  0.0000
C 1.0828 -0.4036 2.3522  0.0083
C -2.7366 5.9115 2.8271  0.0082
C -2.9311 -3.1084 1.6826  0.0111
C -4.4974 4.5642 1.8706  0.0044
C 1.8633 0.9885 -3.0242  -0.0007
C -0.7962 -1.8140 1.6988  0.0179
C -1.1466 1.4790 -4.0258  0.0017
H -6.0549 5.6872 0.8156  0.0003
H 0.0562 0.2213 4.2047  0.0013
H 5.2455 -0.5131 1.5496  0.0001
H 3.1489 0.1437 -5.9242  0.0001
H -2.8666 8.0579 2.3753  0.0003
H -2.9433 1.4456 -2.9458  0.0000
H 1.1726 3.0255 -2.5754  -0.0001
H 0.4863 -2.4084 3.3841  0.0019
H -0.9683 2.4993 -3.6494  0.0001
H 4.5482 -0.4112 -1.3781  -0.0004
H 2.9699 3.5196 -1.0184  0.0007
H -0.4657 -1.6618 -2.5393  0.0002
H 1.2368 0.7431 6.2402  0.0002
H 2.9890 0.6855 6.3010  0.0003
H -1.6221 1.5846 -4.9918  -0.0003
H 1.4715 2.1822 1.4170  0.0035
H -0.2952 2.7031 -6.4778  0.0000
H -1.1502 -3.7439 4.5329  0.0000
H 0.3446 -5.2278 -4.7698  0.0000
H 2.0392 -0.8063 6.6394  0.0001
H -4.0093 -3.0363 1.4786  -0.0009
H 2.6961 -0.9832 -2.9316  -0.0001
H -5.0440 3.6074 1.8303  -0.0137
H 4.1013 -0.9133 4.6907  -0.0001
H 4.6403 1.8873 -0.4314  0.0001
H 1.0065 -3.8753 -6.7005  0.0000
H -0.9734 -1.5018 3.9048  0.0023
H 0.8232 3.8084 -8.3797  0.0000
H 0.7287 -1.3272 -6.6122  0.0000
H -4.8094 7.7805 0.9099  -0.0004
H -2.4031 -4.0229 -0.2933  0.0001
H -1.8966 6.0211 3.4753  -0.0004
H -2.3562 -0.2155 -3.2729  0.0002
H 4.4955 -2.1056 1.3006  0.0000
H 5.4093 -1.6574 2.8138  -0.0001
H 0.9069 -3.0001 1.0239  -0.0017
H -3.2231 -4.4418 3.2997  -0.0002
H 2.3029 -0.7778 0.7316  0.0161
H 0.3732 -4.7425 2.9529  0.0003
H 2.9814 2.9475 -9.1161  0.0000
H -2.5436 -1.4781 0.3826  0.0065
H -0.4943 -4.1111 -2.6842  0.0000
H -0.3312 -4.9577 0.4856  -0.0002
H -2.8408 -5.1728 0.9948  -0.0001
H 4.2174 1.2210 -7.7497  0.0000
H 0.4688 2.4365 2.5564  0.0016
H -0.2760 -2.6750 -0.2749  0.0065
H -2.8523 -0.9882 2.0409  -0.0401
H -1.1311 -5.6382 2.8064  -0.0002
H -3.3162 -2.7748 3.8083  -0.0006

=====

Formula: C4H7NiO
Source: OMol25
Level of theory: the ωB97M-V functional and the def2-TZVPD basis

Total charge: +1
Highest occupied orbital energy (alpha / beta) (Ha): -0.529 / -0.567
2S+1: 3
Kohn-Sham gap (alpha / beta) (eV): 9.61 / 9.26
⟨S²⟩: 2.01

Last column: Mulliken spin population.
Geometry (Å):
Ni 3.5639 0.6301 0.4049  1.7309
O 1.8226 0.6652 0.6266  0.0482
C -1.6722 0.5357 -0.1303  -0.0006
C -1.4088 -0.9114 -0.1662  0.0045
C -0.4391 -0.0065 0.6030  0.0047
C 0.8404 0.2395 -0.0092  0.0035
H 3.8634 -0.4967 -0.7807  0.2054
H -1.4923 1.1238 -1.0307  -0.0001
H -1.9950 -1.5742 0.4689  0.0002
H -2.4477 0.9193 0.5311  0.0001
H -1.0459 -1.3538 -1.0943  0.0000
H -0.4584 -0.0359 1.6920  0.0002
H 0.8691 0.2649 -1.1149  0.0030

=====

Formula: C3H10N2O3
Source: OMol25
Level of theory: the ωB97M-V functional and the def2-TZVPD basis

Highest occupied orbital energy (Ha): -0.333
Structure (SMILES): CC(O)(O)C(N)(N)O
Kohn-Sham gap (eV): 9.73

Last column: Mulliken charge in e.
Geometry (Å):
O -1.2432 0.8054 1.2763  -0.5810
O 0.5669 -0.8666 -1.3918  -0.6050
O 1.7472 0.4672 0.1006  -0.5664
N -1.4775 -1.2207 0.2695  -0.6109
N 0.2497 -0.8134 1.8574  -0.5396
C -0.5610 -0.3153 0.8154  0.5298
C 0.1825 1.4988 -1.3121  -1.6162
C 0.4943 0.2435 -0.5084  0.9085
H -0.8125 1.4184 -1.7442  0.3252
H 1.2555 -0.7011 -2.0520  0.3494
H -1.5821 1.1876 0.4357  0.3745
H -1.6300 -2.0345 0.8540  0.2376
H -1.2738 -1.5499 -0.6645  0.2576
H 0.2103 2.3646 -0.6546  0.3941
H 2.2936 -0.3305 0.1378  0.2950
H 0.0341 -1.7283 2.2324  0.1931
H 0.9392 1.6417 -2.0913  0.4422
H 0.6069 -0.0668 2.4396  0.2124

=====

Formula: C5H6O
Source: OMol25
Level of theory: the ωB97M-V functional and the def2-TZVPD basis

Highest occupied orbital energy (Ha): -0.334
Structure (SMILES): C#CO/C=C\C
Kohn-Sham gap (eV): 10.09

Last column: Mulliken charge in e.
Geometry (Å):
O 0.6531 1.5577 -0.4262  -0.4347
C 0.8866 0.8984 0.7827  -0.2281
C 0.0755 -1.4459 0.1792  -1.0061
C -0.4675 1.3497 -1.0671  -0.0763
C 0.6429 -0.3752 1.0623  -0.0219
C -1.4785 1.2198 -1.7052  -0.1834
H 0.7668 -2.2956 0.1435  0.3054
H -0.8733 -1.8183 0.5828  0.2587
H -2.3787 1.1028 -2.2634  0.4054
H 1.3591 1.5816 1.4792  0.3783
H 0.9171 -0.6712 2.0732  0.2957
H -0.1032 -1.1036 -0.8409  0.3069